# 1
Below is a 2-piece molecular cluster, C13H20N4O6 overall, with properties calculated with ωB97M-V with the def2-TZVPD basis set.

Geometry as XYZ:
```
43
Properties=species:S:1:pos:R:3:mulliken_charge:R:1
O 4.7785 -1.7569 1.5938 -0.626
H 0.6027 -2.1605 1.5237 0.329
O -0.3406 -0.3111 1.8005 -0.367
H -0.9838 1.6828 0.0928 0.240
H 2.6492 -0.9797 0.8157 0.399
H 1.0565 1.2995 -2.9985 0.345
C 2.5823 0.9160 3.4700 -0.622
H -1.2747 0.7555 -2.8846 0.672
N 4.6653 -0.3188 3.3182 -0.559
H -3.3247 -0.6217 -2.9579 0.458
H -1.3776 -1.4302 -4.2332 0.314
H -1.0322 -2.2275 2.1971 0.285
H -0.8488 -2.3787 -2.8193 0.347
H 4.3337 1.0803 4.7935 0.423
H -2.0809 3.0973 1.5432 0.333
H 2.0300 1.6996 3.9786 0.434
N -1.9450 1.8806 -0.1622 0.064
C -2.4466 -0.9749 -2.4161 0.112
C -2.6632 2.8586 0.6514 -1.035
H -3.6107 -1.1976 -0.9010 0.373
O -2.8713 -1.6874 -1.2760 -0.622
C 2.0332 0.2615 2.3864 0.268
O 0.5589 1.7576 1.4799 -0.631
N 2.8380 -0.7122 1.7869 0.032
O 1.6885 -0.7631 -0.8088 -0.739
C 0.8614 -0.2825 -1.5738 0.831
C 3.9280 0.5748 3.9221 -0.128
O -3.6438 1.4052 -1.5438 -0.697
H -2.3849 -2.7523 -3.6191 0.406
H -3.6323 2.4547 0.9512 0.341
C 4.1265 -0.9342 2.2058 0.396
H 0.7934 -0.3162 -3.7124 0.281
H 2.3731 0.1080 -3.0237 0.374
N -0.4152 -0.2029 -1.2080 -0.025
H -2.8251 3.7692 0.0720 0.323
H 0.3141 -1.7059 3.2248 0.402
C -2.4737 1.2354 -1.2098 -0.019
H -0.6145 -0.5889 -0.2947 0.241
C -1.5957 0.2365 -1.9841 0.019
C -1.7076 -1.9478 -3.3332 -1.541
C 0.6766 0.6022 1.8691 0.750
C 1.2965 0.2406 -2.9256 -1.368
C -0.0933 -1.6651 2.2090 -0.817
```

Output
- frontier orbital gap (eV) = 8.7
- F_max (eV/A) = 2.78
- SMILES = CNC(=O)[C@@H](NC(C)=O)[C@@H](C)O.COC(=O)c1ccnc(=O)[nH]1
- LUMO (hartree) = -0.01750
- E (eV) = -32051.9011
- net charge = 0


# 2
Below is C7H7F9N4O8S7SbTc as an isolated structure, with properties calculated with ωB97M-V with the def2-TZVPD basis set.

Geometry as XYZ:
```
44
Properties=species:S:1:pos:R:3:lowdin_spin:R:1
F -2.6322 -0.0274 3.9978 0.001
S -0.5495 -1.9466 1.8522 0.074
H 1.7119 -0.6136 -3.3500 0.000
N 1.4974 -3.2275 -0.1054 0.006
S -4.1964 -2.8180 0.9960 0.052
F -4.3175 0.0882 2.4493 0.000
S -1.1438 1.6091 -2.2102 0.009
O -2.2531 0.8789 0.9591 0.007
C -0.3694 3.3447 -2.4709 0.001
H 3.5059 -3.7476 -2.6820 0.000
C 1.1817 3.0872 3.3696 0.003
C 2.5144 -0.1678 -1.3441 0.008
F 0.7208 3.5996 4.5423 0.001
F 0.9668 3.9285 2.3484 0.001
O -2.4815 1.7123 -1.7193 0.005
N 2.1237 -2.1987 -2.1537 0.001
F 2.5066 2.8883 3.5487 0.000
S -2.4736 1.8099 2.1418 0.002
O -0.8301 0.6441 -3.2240 0.004
S -1.9046 -1.1742 -1.2884 0.156
O 0.3993 0.9616 1.4451 0.060
O 3.3357 0.6810 -1.0147 0.005
C 2.5102 -0.9025 -2.6721 0.002
Sb -1.9992 -3.0286 0.2567 0.033
H 1.1905 -4.1197 -0.5097 0.000
O -3.4051 2.8875 1.9325 0.001
O 0.6101 0.4204 3.8416 0.007
F -4.3174 1.3872 4.2083 0.000
S 0.2209 1.4400 2.9000 0.014
F -1.1471 4.3977 -2.9061 0.000
C 2.5076 -3.4124 -2.8613 0.000
H 1.7692 -4.1546 -2.5959 0.000
H 1.0910 -2.9957 0.8454 0.006
C 1.6112 -2.1339 -0.9136 0.010
Tc -0.2791 -0.2984 0.0873 2.396
N -1.1798 2.1627 2.9449 0.002
F 0.1957 3.7247 -1.3032 0.001
H 2.3552 -3.1756 -3.9359 0.000
F 0.5761 3.1482 -3.4582 0.000
H 3.4674 -0.8614 -3.1557 0.000
C -3.5274 0.7650 3.2918 0.001
N 1.5881 -0.8614 -0.4647 0.035
O -0.0388 1.3469 -1.0767 0.064
S -1.1120 -5.0481 -0.5428 0.030
```

Output
- ΔE to the lowest compared entry with this formula, charge and spin (kcal per mole) = 11.5
- frontier orbital gap (alpha / beta) (eV) = 6.3 / 5.9
- multiplicity = 4
- F_max (eV/A) = 5.33
- LUMO (alpha / beta) (hartree) = 0.04151 / 0.02566
- <S²> = 3.782
- E (eV) = -138754.8806
- net charge = -1


no.,molar mass (g/mol)
1,328.32
2,890.36